(1)
The following is a DFT calculation (ωB97M-V/def2-TZVPD) of C20H21N5O3Pd as an isolated structure in a non-equilibrium geometry.

Geometry as ORCA input:
```
! wB97M-V def2-TZVPD RIJCOSX def2/J DEFGRID3
* xyz 4 5
N -1.017 -0.778 1.350
C -1.410 -0.851 2.438
C -1.884 -1.050 3.782
H -1.035 -1.235 4.458
H -2.560 -1.919 3.813
H -2.426 -0.156 4.125
N -1.715 -0.544 -2.472
C -2.457 -0.525 -3.347
C -3.383 -0.600 -4.452
H -4.120 -1.395 -4.269
H -2.837 -0.818 -5.380
H -3.906 0.360 -4.556
N 1.943 -0.482 -1.151
C 3.082 -0.399 -1.352
C 4.499 -0.407 -1.601
H 4.763 0.413 -2.288
H 4.791 -1.365 -2.058
H 5.051 -0.276 -0.657
Pd -0.351 -0.051 -0.791
C 0.199 1.294 -2.175
O 0.453 2.149 -2.923
C -1.957 1.075 -0.362
O -2.828 1.818 -0.155
C -1.181 -3.661 -0.036
C 0.132 -3.627 0.435
C 1.200 -3.518 -0.470
C 0.948 -3.443 -1.841
C -0.373 -3.478 -2.314
C -1.434 -3.586 -1.414
H -2.034 -3.772 0.669
H 0.348 -3.709 1.523
H 2.243 -3.519 -0.083
H 1.785 -3.381 -2.570
H -0.559 -3.444 -3.410
H -2.484 -3.637 -1.778
N -0.147 4.726 4.068
C -0.497 3.564 3.457
O -1.486 2.926 3.811
C 0.372 3.069 2.329
C 1.563 3.667 1.920
C 2.237 3.166 0.823
C 1.722 2.096 0.106
N 0.616 1.520 0.559
C -0.091 1.965 1.587
H -0.744 5.049 4.813
H 0.637 5.326 3.824
H 1.963 4.526 2.440
H 3.141 3.624 0.463
H 2.258 1.783 -0.772
H -1.029 1.509 1.885
*
```

- Energy: -1400.36249 a.u.
- Energy above the lowest of the compared OMol25 structures with the same formula, charge and spin: 0.0 kcal per mole
- HOMO (alpha / beta): -21.5 / -21.5 eV
- LUMO energy (alpha / beta): -12.5 / -16.3 eV
- HOMO-LUMO gap (alpha / beta): 8.95 / 5.12 eV



(2)
The following is a DFT calculation (ωB97M-V/def2-TZVPD) of C20H21N6OSTm as an isolated structure in a non-equilibrium geometry.

Geometry as ORCA input:
```
! wB97M-V def2-TZVPD RIJCOSX def2/J DEFGRID3
* xyz 2 3
Tm 0.990 0.654 -0.622
N -0.169 2.893 -0.911
C -1.602 2.723 -0.982
C -2.487 3.752 -0.757
C -3.873 3.535 -0.807
C -4.369 2.298 -1.108
C -3.494 1.230 -1.391
C -3.957 -0.042 -1.771
C -3.051 -1.028 -2.074
C -1.686 -0.755 -1.950
N -1.197 0.417 -1.561
C -2.088 1.430 -1.313
H 0.184 3.223 -1.822
H 0.052 3.652 -0.258
H -2.127 4.747 -0.532
H -4.551 4.351 -0.611
H -5.430 2.117 -1.138
H -5.020 -0.214 -1.835
H -3.383 -2.000 -2.397
H -0.960 -1.524 -2.204
N 2.659 -2.333 -0.514
C 3.124 -3.363 -1.231
C 2.812 -3.115 -2.551
C 2.156 -1.887 -2.543
N 2.060 -1.404 -1.295
H 2.729 -2.210 0.488
H 3.641 -4.191 -0.792
H 3.028 -3.728 -3.401
H 1.754 -1.343 -3.386
N 1.543 2.214 2.249
C 1.128 0.974 2.559
N 0.835 0.080 1.624
C 0.350 -1.093 2.201
C -0.096 -2.214 1.502
C -0.551 -3.310 2.211
C -0.589 -3.290 3.603
C -0.159 -2.183 4.315
C 0.306 -1.088 3.604
S 0.881 0.458 4.200
H 1.944 2.364 1.313
H 1.843 2.821 2.998
H -0.089 -2.214 0.414
H -0.892 -4.191 1.686
H -0.965 -4.149 4.136
H -0.178 -2.166 5.392
C 3.837 1.809 -0.548
O 2.440 1.914 -0.528
H 4.277 2.808 -0.443
H 4.193 1.391 -1.501
H 4.193 1.180 0.284
*
```

- Energy: -2661.54316 a.u.
- Energy above the lowest of the compared OMol25 structures with the same formula, charge and spin: 15.3 kcal per mole
- HOMO (alpha / beta): -14.2 / -14.2 eV
- LUMO energy (alpha / beta): -6.1 / -6.1 eV
- HOMO-LUMO gap (alpha / beta): 8.07 / 8.07 eV



(3)
The following is a DFT calculation (ωB97M-V/def2-TZVPD) of C20H22ClIN5O5RuS3Se as an isolated structure.

Geometry as ORCA input:
```
! wB97M-V def2-TZVPD RIJCOSX def2/J DEFGRID3
* xyz 1 5
Ru -0.003 0.067 0.476
Cl 3.896 5.711 -0.095
C 3.270 4.136 -0.265
C 4.041 3.184 -0.920
C 3.569 1.900 -1.104
I 4.698 0.496 -2.090
C 2.274 1.510 -0.599
O 1.800 0.369 -0.758
C 1.499 2.523 0.115
N 0.308 2.110 0.602
C -0.462 3.003 1.219
C -0.075 4.329 1.391
C 1.148 4.750 0.927
C 1.969 3.829 0.265
H 5.018 3.464 -1.288
H -1.402 2.632 1.603
H -0.738 5.009 1.908
H 1.478 5.770 1.066
Se 0.348 -0.109 2.781
S -2.496 0.389 0.065
C -2.504 0.631 -1.594
N -3.456 1.267 -2.265
C -3.236 1.511 -3.689
C -2.265 0.424 -4.138
S -1.260 0.053 -2.662
H -4.202 1.715 -1.754
H -2.812 2.507 -3.832
H -4.178 1.450 -4.230
H -1.616 0.759 -4.942
H -2.780 -0.486 -4.437
C 5.879 -7.194 -0.858
C 4.805 -6.113 -0.921
S 3.233 -6.853 -1.291
O 2.869 -7.699 -0.182
O 3.284 -7.369 -2.632
C 2.093 -5.475 -1.296
C 1.413 -5.315 0.057
N 0.538 -4.131 0.061
C 0.942 -2.870 0.312
N -0.076 -2.017 0.188
C -1.172 -2.748 -0.170
C -0.803 -4.044 -0.270
N -1.650 -5.137 -0.661
O -1.185 -6.261 -0.654
O -2.801 -4.852 -0.911
C 2.331 -2.479 0.668
H 6.839 -6.743 -0.613
H 5.968 -7.703 -1.816
H 5.639 -7.933 -0.095
H 4.997 -5.387 -1.713
H 4.689 -5.601 0.037
H 1.374 -5.705 -2.083
H 2.655 -4.583 -1.580
H 2.132 -5.199 0.865
H 0.813 -6.185 0.281
H -2.144 -2.319 -0.331
H 2.996 -3.336 0.716
H 2.331 -1.972 1.634
H 2.711 -1.774 -0.071
*
```

- Energy: -5873.77607 a.u.
- HOMO (alpha / beta): -9.8 / -10.7 eV
- LUMO energy (alpha / beta): -3.7 / -5.8 eV
- HOMO-LUMO gap (alpha / beta): 6.11 / 4.94 eV



(4)
The following is a DFT calculation (ωB97M-V/def2-TZVPD) of C20H22ClN5O2S as an isolated structure in a non-equilibrium geometry.

Geometry as ORCA input:
```
! wB97M-V def2-TZVPD RIJCOSX def2/J DEFGRID3
* xyz 0 1
C -1.128 -2.202 1.264
C -1.092 -0.742 1.201
C -1.852 0.085 0.610
C -1.518 1.543 1.043
C -0.449 1.548 1.796
N -0.214 0.138 2.115
C 0.745 -0.450 2.995
H 0.719 -1.492 3.043
H 1.111 0.104 3.768
C 2.265 -0.552 2.137
C 2.445 -1.060 0.815
H 2.584 -1.990 0.607
C 3.371 -0.005 -0.024
H 3.349 -0.033 -0.905
C 3.406 1.195 0.866
H 4.199 1.680 1.173
O 2.778 0.764 2.214
H 2.502 1.821 0.584
H 4.483 -0.755 0.211
H 1.329 -0.711 0.354
H 2.982 -1.188 2.743
C 0.363 2.400 2.894
H 1.448 2.078 2.882
H -0.140 2.556 3.839
H 0.554 3.370 2.014
C -2.008 2.767 0.639
O -1.896 3.988 1.200
C -2.812 2.812 -0.516
H -4.036 2.774 -0.070
H -2.948 3.909 -0.902
S -2.580 1.694 -1.887
C -0.905 1.677 -1.912
N -0.109 2.432 -1.400
N 1.005 2.032 -1.520
N 0.980 0.812 -1.932
N -0.158 0.298 -2.137
C -0.577 -0.747 -2.756
C 0.021 -1.995 -2.206
C -0.185 -3.168 -2.731
C -1.375 -3.380 -3.196
C -2.462 -2.336 -3.601
C -1.951 -1.038 -2.987
H -2.563 -0.072 -3.409
H -3.334 -2.313 -4.112
Cl -1.812 -4.868 -3.789
H 0.352 -4.046 -2.720
H 0.995 -1.706 -1.983
H -2.888 -0.042 -0.019
H 0.027 -2.572 0.878
H -1.270 -2.540 2.349
H -1.749 -2.471 0.478
*
```

- Energy: -2057.27144 a.u.
- Energy above the lowest of the compared OMol25 structures with the same formula, charge and spin: 416.7 kcal per mole
- HOMO: -8.3 eV
- LUMO energy: -0.8 eV
- HOMO-LUMO gap: 7.50 eV



(5)
The following is a DFT calculation (ωB97M-V/def2-TZVPD) of a 2-piece molecular cluster, C20H22F3N2O2S overall in a non-equilibrium geometry.

Geometry as ORCA input:
```
! wB97M-V def2-TZVPD RIJCOSX def2/J DEFGRID3
* xyz -1 1
C -1.455 1.357 3.609
C -2.410 1.473 2.435
O -1.848 1.083 1.155
C -2.707 1.342 0.156
C -2.418 0.608 -1.190
C -3.613 -0.310 -1.393
N -1.167 -0.167 -1.126
C -1.016 -1.428 -1.103
C 0.079 -2.318 -0.576
C 0.444 -3.393 -1.393
C 1.529 -4.213 -1.083
C 2.226 -3.992 0.110
C 1.784 -3.013 1.003
C 0.698 -2.182 0.687
O -3.718 2.009 0.294
H -2.032 1.636 4.491
H -1.067 0.360 3.781
H -0.620 2.073 3.597
H -3.231 0.779 2.626
H -2.796 2.500 2.401
H -4.534 0.267 -1.472
H -3.521 -0.956 -2.247
H -3.637 -0.949 -0.510
H -1.795 -2.062 -1.608
H -0.155 -3.584 -2.292
H 1.805 -5.010 -1.783
H 3.107 -4.598 0.345
H 2.302 -2.892 1.967
H 0.343 -1.445 1.411
C 0.808 2.613 1.226
N 1.106 1.211 0.968
C 1.959 0.778 0.052
C 1.693 0.320 -1.283
C 2.556 -0.561 -1.897
C 3.734 -0.962 -1.246
C 4.090 -0.423 0.012
C 3.257 0.486 0.610
S -2.495 1.827 -2.447
C -1.530 3.349 -2.063
F -1.759 4.233 -3.082
F -1.833 3.942 -0.887
F -0.188 3.076 -2.053
H 0.664 2.683 2.324
H 1.574 3.356 0.923
H -0.174 2.873 0.772
H 0.790 0.657 -1.777
H 2.312 -0.966 -2.894
H 4.391 -1.706 -1.680
H 4.994 -0.691 0.541
H 3.474 0.929 1.589
*
```

- Energy: -1732.99586 a.u.
- HOMO: -1.9 eV
- LUMO energy: 2.7 eV
- HOMO-LUMO gap: 4.57 eV



- The lowest energy belongs to which entry?
  C20H22ClIN5O5RuS3Se



- Which of these has the lowest energy?
  C20H22ClIN5O5RuS3Se